Entry 1
C3H7N4S | ωB97M-V with the def2-TZVPD basis set

Computed properties:
Net charge: +1
Frontier orbital gap (alpha / beta), eV: 7.5962 / 7.5954

```
15
Properties=species:S:1:pos:R:3:nbo_charge:R:1
C 1.11674 1.40648 -0.26565 0.354
C 0.40221 0.69472 1.92619 0.316
C -1.37619 0.14783 0.55550 -0.282
N 1.02204 1.36622 0.99222 -0.445
N 0.82715 0.39573 -1.11997 -0.706
N -0.86429 0.08399 1.78396 -0.563
N -0.05133 -1.58553 -2.13937 -0.902
S 0.00650 -0.96365 -0.49720 0.876
H 1.33190 2.35688 -0.71356 0.231
H 0.99959 0.78749 2.84781 0.250
H -2.29150 -0.34153 0.44358 0.191
H 1.24262 0.13658 -1.99860 0.462
H -1.51490 -0.27965 2.50326 0.447
H -0.99962 -1.63953 -2.29615 0.380
H 0.14907 -2.56603 -2.02201 0.391
```

Entry 2
C3H7N4S | ωB97M-V with the def2-TZVPD basis set

Computed properties:
Net charge: +1
Frontier orbital gap, eV: 10.2105

```
15
Properties=species:S:1:pos:R:3:nbo_charge:R:1
C 1.98870 0.11836 0.23616 0.132
C 0.22836 1.60360 0.20372 0.354
C -0.77661 -0.61426 -0.15098 0.074
N 1.42200 1.32457 0.21554 -0.472
N 1.88480 -0.73825 -0.84291 -0.676
N -0.83374 0.74793 0.19797 -0.625
N -1.97159 -1.13334 0.32315 -0.832
S 0.91431 -1.37171 0.38924 0.737
H 2.81517 0.05764 0.85215 0.240
H -0.11998 2.60029 0.15239 0.204
H -0.59709 -0.80347 -1.51365 0.179
H 1.43133 -0.37102 -1.74873 0.427
H -1.67709 1.18513 0.33389 0.420
H -2.36597 -2.06285 0.22498 0.435
H -2.34260 -0.54262 1.12707 0.402
```

Relative to the most stable structure, the computed energies are entry 1 104.9; entry 2 0.0, all in kJ/mol.

Entry 1
CaH16O8 | ωB97M-V with the def2-TZVPD basis set

Computed properties:
Net charge: +2
Frontier orbital gap, eV: 12.4561

```
25
Properties=species:S:1:pos:R:3:nbo_charge:R:1
Ca 0.05884 0.11246 0.06052 1.840
O 1.98516 -0.71141 1.68570 -0.990
H 2.85627 -0.31496 1.53514 0.504
H 2.17188 -1.61355 1.98520 0.505
O -0.56571 -2.27634 -0.06875 -0.987
H -1.21958 -2.64004 -0.67580 0.494
H 0.13459 -2.94814 -0.03979 0.513
O 2.19354 0.49016 -1.26861 -0.997
H 3.12436 0.26724 -1.12659 0.511
H 2.17077 0.90488 -2.14264 0.506
O 0.68317 2.13238 1.22033 -1.008
H 0.86661 3.07588 1.11451 0.520
H 0.58203 2.00164 2.17813 0.511
O -0.66429 -0.45375 2.41597 -1.003
H -0.36746 -0.92106 3.20893 0.518
H -1.61091 -0.29611 2.56003 0.504
O -0.58851 1.99305 -1.35272 -0.994
H -1.47582 1.77390 -1.66758 0.495
H -0.38176 2.83511 -1.78240 0.520
O -2.47224 -0.19232 -0.05047 -1.002
H -3.17195 0.24995 -0.55570 0.513
H -2.83390 -1.06285 0.17364 0.509
O -0.40529 -0.57864 -2.15749 -0.991
H -1.15122 -1.17649 -2.25713 0.494
H 0.08144 -0.65097 -2.99243 0.518
```

Entry 2
CaH16O8 | ωB97M-V with the def2-TZVPD basis set

Computed properties:
Net charge: +2
Frontier orbital gap, eV: 12.3549

```
25
Properties=species:S:1:pos:R:3:nbo_charge:R:1
Ca 0.13044 0.04742 0.05010 1.831
O 2.46792 -0.73591 0.89476 -0.976
H 2.74244 -1.39561 1.50363 0.506
H 3.25580 -0.56054 0.44624 0.490
O 0.47536 1.77467 1.87962 -0.970
H -0.28132 1.79207 2.44499 0.490
H 0.49540 2.67042 1.51326 0.503
O -0.75340 0.87520 -2.19354 -0.998
H -0.64755 1.82244 -2.02032 0.491
H -1.06264 0.76024 -3.09161 0.525
O 1.78241 1.47226 -0.88793 -0.996
H 2.71325 1.43743 -0.66618 0.510
H 1.84757 2.11938 -1.58630 0.510
O -1.66013 -2.02082 -0.35884 -0.972
H -2.55931 -1.75069 -0.32494 0.484
H -1.77137 -2.81612 -0.87464 0.501
O -2.10224 0.84046 0.41630 -0.990
H -2.71945 0.54417 1.05262 0.502
H -2.57281 1.31273 -0.23510 0.510
O -0.49100 -0.87844 2.11094 -0.978
H -1.42919 -1.03160 2.29279 0.502
H -0.17868 -0.51806 2.91163 0.503
O 0.89880 -1.63059 -1.54641 -0.987
H 0.55807 -1.59816 -2.46658 0.509
H 0.86163 -2.53233 -1.26449 0.502
```

Relative to the most stable structure, the computed energies are entry 1 0.0; entry 2 48.4, all in kJ/mol.